The following is a quantum chemistry calculation of the molecule C4H6O2, from the OMol25 dataset.

Results
Total charge: 0
Energy: -8333.41348 eV
HOMO level (spin up / spin down): -7.454 / -8.159 eV
Energy relative to the best compared isomer or geometry (same formula, charge and spin): 680.00 kJ/mol

Last column: Löwdin charge in e.
Element x y z (Å)
1 C -1.39 -0.79 -0.70  0.0224
2 C -0.64 -0.22 0.43  -0.3051
3 O -1.11 0.11 1.53  0.1052
4 C 0.85 0.11 0.52  -0.3229
5 C 1.54 0.96 -0.32  0.0291
6 O 0.35 0.76 1.93  -0.0723
7 H -1.17 -1.87 -0.76  0.1066
8 H -2.47 -0.64 -0.62  0.0973
9 H -0.99 -0.33 -1.61  0.0985
10 H 1.39 -0.79 0.82  0.1414
11 H 1.07 1.86 -0.72  0.0549
12 H 2.60 0.82 -0.49  0.0451